16
Properties=species:S:1:pos:R:3 method="wB97M-V/def2-TZVPD" max_force_ev_per_a=7.9 homo_lumo_gap_ev="5.51 / 6.46" lumo_energy_ha="0.0280 / -0.0695" multiplicity=3 s_squared=2.0195
C -1.0417 -1.3259 -0.0808
C 0.1010 -1.9836 -0.0187
H 0.0423 2.7367 -0.9074
H -2.4645 -2.6223 0.3015
H -0.3797 2.6960 0.6872
H 2.3255 0.4955 -0.0319
N 0.2824 0.9945 -0.0322
H 0.2313 -3.0045 -0.1050
C 1.3026 -1.2378 0.0249
S -2.3624 1.1860 -0.0669
C 1.4028 0.1018 0.0387
O -2.2794 -1.7649 -0.0209
C -0.9535 0.4690 0.0455
H 2.2458 -1.9002 -0.0101
H 1.2440 2.7423 0.1605
C 0.3036 2.4173 0.0155

***

13
Properties=species:S:1:pos:R:3 method="wB97M-V/def2-TZVPD" max_force_ev_per_a=3.3 homo_lumo_gap_ev=10.04 lumo_energy_ha=0.0260 multiplicity=1
H 3.3772 -0.8925 0.0341
H -3.1032 -0.8373 0.3175
O -0.5682 2.2758 -0.4405
S -1.1444 -0.5761 -0.9684
N 0.3538 0.1110 -0.5232
H -1.6494 -0.9229 1.3376
N 2.6261 -0.1987 -0.0773
H 1.3614 1.8292 -0.0688
C 1.4860 -0.6983 -0.3063
H -2.2306 0.6063 0.7991
C 0.3899 1.4828 -0.3357
C -2.1218 -0.4104 0.5196
H 1.2233 -1.7688 -0.2876

***

9
Properties=species:S:1:pos:R:3 method="wB97M-V/def2-TZVPD" max_force_ev_per_a=0.5 homo_lumo_gap_ev=8.30 lumo_energy_ha=0.1370 multiplicity=1 total_charge=-1
S -1.2836 -0.7244 1.8112
O 1.2483 1.1106 -2.0097
H -0.9579 -0.0312 0.5915
N 1.5287 -0.2446 -0.1993
H 2.3852 -0.4970 -0.6590
H 1.0506 -1.0310 0.2102
O -0.5568 0.4546 -0.8390
H -2.5964 -0.4405 1.6880
C 0.6920 0.5006 -1.0830

***

17
Properties=species:S:1:pos:R:3 method="wB97M-V/def2-TZVPD" max_force_ev_per_a=3.4 homo_lumo_gap_ev="8.04 / 8.03" lumo_energy_ha="-0.1825 / -0.1826" multiplicity=1 total_charge=+1
C -0.2838 1.0467 -1.3821
H 1.5065 -1.0415 2.3659
H -0.4340 0.8914 -3.3709
H -1.0975 -0.4327 -2.5470
N -0.6567 0.1142 0.5573
H -2.8106 0.9646 0.9680
C 0.3268 -1.0585 0.4400
C 0.7436 -1.5690 1.8208
H 1.3514 -2.5781 1.7801
N 0.4429 2.1505 -1.3955
S -2.2175 -0.3166 0.5830
N -0.6616 0.4403 -2.4496
H 0.7139 2.5621 -2.3214
H -0.1288 -1.7378 2.5816
H 1.1635 -0.7473 -0.1615
H -0.1582 -1.9394 -0.0580
H 0.9181 2.3731 -0.5741